Density functional theory data (the ωB97M-V functional and the def2-TZVPD basis) for a molecular structure, C20H40F12N2O16S4Zn in a non-equilibrium geometry.

As for the frontier orbital gap (alpha / beta): 0.077 / 0.302 hartree. As for the charge: -1. Its spin multiplicity is 2. The expectation value of S² is 0.755. The HOMO energy (alpha / beta) comes out at -0.27 / -6.41 eV.

The geometry in XYZ format:
```
95
Properties=species:S:1:pos:R:3:forces:R:3
Zn -2.874183 -0.423540 0.755317 -1.2 -0.7 1.6
C 0.596047 1.747685 0.727657 -0.9 0.2 0.4
F 1.229549 0.575583 0.859652 0.1 0.4 0.2
F 1.338345 2.741809 1.232084 -0.4 -0.9 -0.3
F 0.369527 1.954415 -0.556938 0.7 -0.1 -0.4
S -1.131652 1.682135 1.592280 0.4 -0.3 3.2
O -1.235205 0.492835 2.436418 0.5 0.6 -1.7
O -1.182744 2.938894 2.333266 -0.1 -1.8 -1.8
N -2.265764 1.334957 0.266877 3.8 2.1 1.8
S -2.552927 2.845010 -0.122013 -4.4 5.2 -1.1
O -3.730664 3.325519 0.618899 2.1 -0.7 -1.8
O -1.436217 3.816956 -0.182523 -1.2 -2.4 -0.5
C -3.095432 2.642992 -2.028768 1.0 0.6 2.6
F -2.006920 2.181842 -2.613500 0.8 -0.3 -1.1
F -4.035451 1.728782 -2.128591 -0.7 0.0 -0.3
F -3.446226 3.801201 -2.601832 -0.1 -0.7 0.4
C -4.178150 1.312538 4.177900 0.1 -0.5 -2.5
F -3.287784 0.470133 4.701542 0.2 0.5 0.3
F -5.073066 1.619890 5.071025 -0.4 0.9 1.2
F -3.528106 2.389177 3.677157 -0.2 0.0 0.9
S -5.122471 0.320139 2.711565 -1.0 3.2 0.9
O -6.442036 0.000053 3.198943 -1.6 0.4 -0.2
O -5.095108 1.197395 1.530867 0.3 -0.7 0.7
N -3.995922 -0.913475 2.205793 1.2 -1.0 -1.0
S -4.622135 -2.081967 3.019674 0.6 -4.1 0.2
O -4.705860 -1.850625 4.444059 0.0 -0.4 -0.5
O -5.761052 -2.705255 2.334264 1.5 0.4 0.8
C -3.186453 -3.468820 2.908977 -1.1 2.5 -0.8
F -3.267967 -4.021448 1.689908 1.0 0.4 -0.6
F -1.919682 -2.955228 3.184404 -1.5 -1.0 -0.6
F -3.451547 -4.447322 3.710208 0.1 -0.9 1.8
C 1.553682 3.468830 -3.538840 1.1 1.2 1.1
O 2.344557 4.598444 -3.027715 -0.5 -0.7 -0.1
C 1.616923 5.402042 -2.080556 1.3 1.0 -0.3
C 2.619026 6.451196 -1.395697 -0.3 -2.2 0.1
O 3.121709 5.935866 -0.131736 -0.5 0.2 0.0
C 3.887220 4.742911 -0.130533 0.4 0.1 0.0
H 0.808229 3.743911 -4.284982 -0.2 0.4 0.1
H 1.102714 3.048447 -2.639951 -0.3 -0.6 -0.4
H 2.268857 2.805635 -4.025451 0.0 -0.1 0.2
H 1.171140 4.849026 -1.253771 0.0 -0.4 -0.1
H 0.819630 5.855363 -2.669561 -0.2 0.6 0.4
H 2.123119 7.394044 -1.165009 -0.1 -0.2 0.1
H 3.482154 6.644499 -2.032678 -0.1 0.0 -0.4
H 3.348489 3.796765 -0.182418 -0.6 0.2 -0.8
H 4.387203 4.584563 0.825002 -0.1 0.9 0.4
H 4.693694 4.804427 -0.861221 -0.1 -0.2 -0.4
C 5.654382 -5.916136 3.930322 -1.6 -0.1 2.1
O 4.785461 -5.234055 3.077776 -0.1 0.8 -1.8
C 4.921507 -3.831136 3.243877 -0.1 1.1 -0.4
C 4.217218 -2.956014 2.160035 -0.7 -1.2 0.2
O 2.794129 -3.091239 2.219097 1.5 -2.3 -1.3
C 2.068694 -2.161839 2.937644 -0.1 0.2 -0.4
H 5.190450 -5.682748 4.888660 0.6 -0.1 1.0
H 6.694855 -5.604223 4.020930 0.2 0.0 -0.8
H 5.493101 -6.993063 3.882068 0.4 0.1 -0.8
H 5.993960 -3.639440 3.209325 0.2 0.5 0.1
H 4.519526 -3.468863 4.190056 0.1 -0.4 0.5
H 4.605304 -3.325829 1.210965 -0.5 -0.1 -0.4
H 4.430726 -1.887127 2.157892 0.6 0.1 0.7
H 2.063393 -1.278753 2.298719 -0.2 0.7 0.7
H 2.496418 -2.041909 3.933023 -0.2 0.5 0.2
H 1.060020 -2.573100 2.976821 0.0 0.3 0.4
C -5.443586 -1.040198 -0.996384 -1.1 0.5 0.8
O -4.041863 -0.875596 -0.809081 0.2 -0.4 -2.2
C -3.282939 -1.522224 -1.859954 0.6 0.2 0.4
C -1.744664 -1.340157 -1.609439 -2.2 0.3 0.4
O -1.549815 -1.542209 -0.171690 1.0 -2.0 -2.5
C -0.329181 -2.231897 0.067508 1.4 0.0 1.4
H -5.788690 -0.835751 -2.009894 0.5 -0.1 -0.3
H -5.952165 -0.306136 -0.371400 0.3 0.1 0.2
H -5.821277 -2.005721 -0.659916 0.5 -0.3 -0.1
H -3.505560 -1.112373 -2.845131 -0.2 0.5 0.0
H -3.631129 -2.554314 -1.900601 0.5 -0.3 0.2
H -1.424740 -0.321758 -1.829929 -0.1 0.0 -0.1
H -1.218859 -2.008520 -2.291294 0.3 -0.2 0.6
H -0.318196 -2.733745 1.035048 -0.5 0.7 0.4
H 0.455395 -1.476058 0.032187 0.3 -0.3 0.0
H -0.028167 -3.085514 -0.539806 -0.8 0.4 -1.1
C 3.303596 -1.703226 -1.435084 -1.2 0.1 0.1
O 2.251787 -1.561584 -2.449971 2.3 0.1 0.8
C 2.519428 -0.342789 -3.173481 -0.2 -0.8 1.3
C 1.580659 -0.313010 -4.309976 -0.6 0.6 0.1
O 0.252213 -0.389113 -3.802903 1.7 0.3 0.4
C -0.707613 -0.494133 -4.777767 -1.3 0.5 -0.1
H 4.316275 -1.774597 -1.831909 -0.1 0.0 -0.4
H 3.126489 -2.550883 -0.773098 -0.3 -0.4 -0.5
H 3.254140 -0.868152 -0.736295 0.1 0.5 -0.2
H 3.542780 -0.275974 -3.542774 0.3 -0.3 -0.1
H 2.399765 0.476751 -2.464863 -0.3 0.4 -0.1
H 1.855725 -1.113414 -4.996846 -0.4 -0.3 -0.1
H 1.712512 0.641539 -4.819451 0.0 0.2 -0.4
H -0.522209 0.096469 -5.674935 0.6 -0.3 -0.4
H -1.586478 0.020719 -4.389662 -0.4 -0.4 0.2
H -0.913867 -1.549183 -4.957874 -0.2 0.0 -0.6
```
Forces are in eV/Å.